## A
{"formula": "C4H13N2OS", "method": "wB97M-V/def2-TZVPD", "elements": ["C", "N", "C", "C", "S", "C", "N", "H", "H", "H", "H", "H", "H", "H", "H", "H", "H", "H", "H", "H", "O"], "xyz": [[-1.17323, -1.59845, 0.78509], [-0.14174, -0.61361, 0.42974], [-0.14655, -0.40795, -1.03362], [1.14527, 0.22600, -1.58153], [0.82645, 1.65889, -2.56936], [-1.53650, -1.65169, 2.27581], [-0.37987, -1.63484, 3.15269], [-0.73871, -2.58480, 0.55043], [-2.07177, -1.33573, 0.23719], [0.78310, -0.95881, 0.66226], [-0.41912, -1.26966, -1.65893], [-0.98116, 0.31190, -1.11287], [1.88910, 0.49025, -0.81869], [1.67070, -0.61174, -2.10247], [-2.26833, -0.85331, 2.48555], [-2.02563, -2.61658, 2.36072], [-0.70851, -1.47311, 4.10572], [0.30504, -0.90384, 2.99523], [1.10650, 2.44920, -0.11703], [0.46155, 1.28663, 0.42268], [0.58236, 2.21541, 0.66288]], "lowdin_charge": [-0.237, -0.115, -0.354, -0.834, 0.189, -0.301, -0.020, 0.114, 0.111, 0.102, 0.099, 0.083, 0.029, 0.043, 0.105, 0.092, 0.059, 0.059, -0.041, -0.049, -0.134], "lumo_energy_ev": 3.4, "charge": -1, "homo_energy_ev": -2.599}


## B
{"formula": "C4H13N2OS", "method": "wB97M-V/def2-TZVPD", "elements": ["C", "N", "C", "C", "S", "C", "N", "H", "H", "H", "H", "H", "H", "H", "H", "H", "H", "H", "H", "H", "O"], "xyz": [[1.26660, 0.93885, -1.11560], [-0.14913, 0.68770, -0.61325], [-0.08122, -0.56282, 0.41709], [0.16499, -0.16694, 1.84618], [1.14072, 1.49293, 2.22743], [-1.50795, -1.31230, 0.35278], [-1.71874, -1.97376, -0.97284], [1.23234, 1.63323, -2.00023], [1.89064, 1.26794, -0.24685], [1.79201, 0.07984, -1.47117], [-0.28611, 1.39454, 0.05252], [0.69615, -1.26208, 0.00928], [0.95570, -0.78011, 2.50922], [-0.72433, -0.10982, 2.31254], [-2.24398, -0.64265, 0.71595], [-1.22117, -2.18199, 1.10253], [-0.83346, -2.05611, -1.53887], [-2.40573, -1.44316, -1.65279], [-0.36563, 0.48273, -3.26322], [-0.47547, -0.89201, -2.61612], [-0.28023, -0.46944, -3.43147]], "lowdin_charge": [-0.185, -0.084, -0.386, -0.620, 0.062, -0.242, -0.061, 0.068, 0.002, 0.040, -0.013, 0.124, 0.058, -0.029, 0.085, 0.129, 0.048, 0.105, 0.031, -0.058, -0.075], "lumo_energy_ev": 3.7, "charge": -1, "homo_energy_ev": -2.784}


## C
{"formula": "C4H13N2OS", "method": "wB97M-V/def2-TZVPD", "elements": ["N", "C", "C", "S", "C", "N", "C", "H", "H", "H", "H", "H", "H", "H", "H", "H", "H", "H", "H", "H", "O"], "xyz": [[0.16175, -0.98381, -1.54456], [0.72499, -0.38444, -0.32592], [1.87870, -1.30612, 0.17702], [0.97766, -2.75829, 1.05718], [-0.26589, 0.00804, 0.87057], [-1.32010, 0.90985, 0.38910], [-2.30962, 0.22465, -0.44832], [0.92185, -1.47157, -2.01322], [-0.55040, -1.67796, -1.34745], [1.09090, 0.60248, -0.66539], [2.48300, -1.66118, -0.64818], [2.57038, -0.81808, 0.86326], [0.36710, 0.55013, 1.59527], [-0.50573, -0.80978, 1.53271], [-0.95662, 1.74534, -0.04849], [-1.91517, -0.72501, -0.77976], [-2.45296, 0.65899, -1.48208], [-3.26329, 0.23002, 0.02177], [0.07611, 2.68253, 0.61500], [1.27953, 2.17432, 1.42282], [1.00781, 2.80990, 0.75868]], "lowdin_charge": [-0.013, -0.482, -0.612, 0.078, -0.249, -0.126, -0.136, 0.054, 0.031, 0.104, 0.018, 0.025, 0.086, 0.027, 0.060, 0.040, 0.088, 0.048, -0.009, 0.024, -0.056], "lumo_energy_ev": 3.7, "charge": -1, "homo_energy_ev": -2.592}


Relative energy table, unit hartree: A 0.0000; B 0.0525; C 0.0298


## A
{"formula": "C6H6N2O2S", "method": "wB97M-V/def2-TZVPD", "elements": ["C", "C", "C", "C", "C", "C", "N", "N", "O", "O", "S", "H", "H", "H", "H", "H", "H"], "xyz": [[-1.49246, 0.23894, 0.01122], [-2.50880, -0.67709, 0.00610], [-1.11827, -2.51838, 0.00099], [-0.13416, -0.23952, -0.00618], [-0.13269, -1.62158, -0.00206], [0.94871, 1.96016, -0.01231], [-2.34530, -1.98350, 0.00316], [0.91914, 0.53202, -0.03266], [3.22332, 0.17276, 1.23622], [3.26073, 0.13093, -1.21651], [2.66391, -0.35581, 0.00961], [-1.66581, 1.30302, 0.03005], [-3.53878, -0.34676, 0.00530], [-1.02844, -3.58994, 0.00527], [0.19491, 2.39727, -0.67045], [0.81975, 2.34186, 1.00420], [1.93425, 2.25563, -0.37196]], "lowdin_charge": [0.019, -0.152, -0.138, -0.323, 0.220, -0.090, 0.077, -0.199, -0.412, -0.414, 0.792, 0.106, 0.121, 0.123, 0.089, 0.099, 0.083], "lumo_energy_ev": [-3.2, -3.1], "charge": 0, "homo_energy_ev": [-9.148, -9.148]}


## B
{"formula": "C6H6N2O2S", "method": "wB97M-V/def2-TZVPD", "elements": ["O", "N", "O", "N", "S", "C", "C", "C", "C", "C", "C", "H", "H", "H", "H", "H", "H"], "xyz": [[3.90090, 1.35191, -0.50180], [3.08339, 0.46784, -0.36362], [2.50033, -0.11789, -1.23800], [2.85135, 0.11116, 0.89612], [1.30028, -1.15554, 1.27879], [-0.10078, -0.51221, 0.45191], [-0.81363, -1.44987, -0.29091], [-2.05831, -1.11958, -0.79076], [-2.56730, 0.15283, -0.59036], [-1.83341, 1.09529, 0.11752], [-0.60585, 0.76663, 0.65984], [3.17588, 0.70514, 1.64287], [-0.38873, -2.42947, -0.44353], [-2.62459, -1.85710, -1.33991], [-3.53640, 0.41513, -0.98631], [-2.23782, 2.08592, 0.26561], [-0.04530, 1.48982, 1.23252]], "lowdin_charge": [0.049, -0.564, 0.042, -0.096, 0.987, -0.609, -0.116, -0.074, -0.073, -0.076, -0.093, 0.095, 0.101, 0.108, 0.105, 0.107, 0.108], "lumo_energy_ev": -0.8, "charge": 0, "homo_energy_ev": -9.290, "smiles": "O=[N+]([O-])NSc1ccccc1"}


Relative energy table, unit hartree: A 0.0145; B 0.0000


## A
{"formula": "C6H12N2O2", "method": "wB97M-V/def2-TZVPD", "elements": ["C", "C", "C", "N", "C", "O", "C", "C", "N", "O", "H", "H", "H", "H", "H", "H", "H", "H", "H", "H", "H", "H"], "xyz": [[-2.98933, -0.89755, -0.14449], [-1.84367, -0.09576, 0.46094], [-0.69481, 0.08702, -0.52582], [0.43272, 0.83237, 0.02411], [0.58491, 2.15135, -0.22026], [1.54521, 2.82336, 0.13234], [1.33819, 0.15382, 0.92171], [2.63437, -0.32339, 0.27994], [2.55682, -1.10271, -0.80565], [3.66016, -0.41940, 0.96878], [-2.64250, -1.88296, -0.48906], [-3.78728, -1.05980, 0.59240], [-3.42646, -0.37486, -1.00794], [-2.19692, 0.89831, 0.77475], [-1.47646, -0.60198, 1.36639], [-0.32688, -0.89375, -0.86501], [-1.05005, 0.61777, -1.42041], [-0.25743, 2.58232, -0.79626], [1.62185, 0.83004, 1.73864], [0.84380, -0.72111, 1.36385], [2.18523, -0.72798, -1.66838], [3.28854, -1.87511, -0.68056]], "lowdin_charge": [-0.115, -0.248, -0.196, -0.109, -0.322, 0.027, -0.074, -0.516, 0.137, 0.040, 0.076, 0.074, 0.076, 0.116, 0.108, 0.122, 0.124, 0.140, 0.137, 0.137, 0.105, 0.158], "lumo_energy_ev": 0.6, "charge": 0, "homo_energy_ev": -9.435, "smiles": "CCCN(C=O)CC(N)=O"}


## B
{"formula": "C6H12N2O2", "method": "wB97M-V/def2-TZVPD", "elements": ["C", "C", "C", "C", "N", "C", "O", "C", "N", "H", "H", "H", "H", "H", "H", "H", "H", "H", "H", "H", "O", "H"], "xyz": [[0.15377, 1.56323, -1.53471], [0.36505, 0.04789, -1.38141], [1.81502, -0.25273, -0.96152], [-0.63958, -0.55374, -0.36062], [-0.40756, -0.13255, 1.00410], [-1.46971, 0.37627, 2.41971], [-2.65430, 0.55939, 2.23931], [0.10308, -0.60629, -2.68423], [-0.05483, -1.10937, -3.71366], [0.83838, 1.97647, -2.28648], [-0.87974, 1.79567, -1.82257], [0.36286, 2.04210, -0.56947], [2.05845, 0.33633, -0.06699], [1.95284, -1.31699, -0.72735], [2.51788, 0.04306, -1.75056], [-1.65820, -0.25620, -0.64050], [-0.59819, -1.65260, -0.42077], [0.49333, 0.26730, 1.23861], [-0.82700, 1.04749, 3.02021], [-0.28427, -1.39419, 1.97318], [-0.89554, -1.50028, 3.15387], [-0.29174, -1.28026, 3.87185]], "lowdin_charge": [-0.039, -0.537, -0.042, -0.207, -0.056, -0.177, 0.048, -0.189, 0.169, 0.094, 0.095, 0.083, 0.077, 0.097, 0.096, 0.132, 0.124, 0.068, 0.131, 0.227, -0.212, 0.018], "lumo_energy_ev": 0.3, "charge": 0, "homo_energy_ev": -9.692}


Relative energy table, unit hartree: A 0.0000; B 0.1312


## A
{"formula": "C19H20N2O3", "method": "wB97M-V/def2-TZVPD", "elements": ["C", "C", "C", "C", "C", "N", "C", "O", "C", "O", "N", "C", "C", "O", "C", "C", "C", "C", "C", "C", "C", "C", "C", "C", "H", "H", "H", "H", "H", "H", "H", "H", "H", "H", "H", "H", "H", "H", "H", "H", "H", "H", "H", "H"], "xyz": [[-7.04229, -0.65535, 0.34147], [-5.61006, -0.29058, 0.09659], [-4.94722, 0.61885, 0.90984], [-3.62935, 0.96622, 0.67687], [-2.94512, 0.39740, -0.39175], [-1.61334, 0.70356, -0.67392], [-0.75399, 1.50929, -0.03083], [-0.94767, 2.19191, 0.96055], [0.62622, 1.44584, -0.69412], [0.82532, 0.76731, -1.68783], [1.52609, 2.21186, -0.06284], [2.93441, 2.09432, -0.29754], [3.63223, 1.11329, 0.69804], [5.00956, 1.03188, 0.40844], [5.31107, 0.24179, -0.72408], [4.87846, -1.21124, -0.53899], [3.48008, -1.30067, 0.00606], [2.75977, -2.48402, -0.09040], [1.50702, -2.59913, 0.48116], [0.97925, -1.53998, 1.19993], [1.69051, -0.35974, 1.30726], [2.92569, -0.21866, 0.68317], [-3.59939, -0.51652, -1.21513], [-4.91482, -0.85211, -0.96994], [-7.67967, -0.20344, -0.41881], [-7.17813, -1.73414, 0.29011], [-7.37211, -0.30546, 1.31620], [-5.46867, 1.06638, 1.74347], [-3.12647, 1.67264, 1.31615], [-1.19212, 0.23565, -1.47558], [1.19079, 2.67773, 0.77257], [3.41617, 3.07155, -0.21941], [3.04485, 1.71190, -1.31483], [3.58320, 1.55164, 1.70268], [4.83974, 0.65633, -1.62463], [6.39492, 0.31428, -0.83841], [5.54894, -1.69780, 0.17681], [4.95642, -1.74389, -1.48803], [3.19031, -3.31939, -0.62390], [0.94980, -3.51888, 0.38238], [0.01417, -1.63008, 1.67648], [1.28694, 0.45233, 1.89445], [-3.06864, -0.96072, -2.04526], [-5.41286, -1.56211, -1.61443]], "lowdin_charge": [-0.055, -0.288, -0.037, -0.003, -0.218, 0.152, -0.383, 0.070, -0.422, 0.077, 0.080, -0.090, -0.254, -0.084, -0.190, -0.102, -0.161, -0.032, -0.076, -0.074, -0.045, -0.118, -0.018, -0.047, 0.083, 0.079, 0.073, 0.111, 0.100, 0.144, 0.146, 0.135, 0.122, 0.161, 0.121, 0.128, 0.129, 0.123, 0.113, 0.102, 0.107, 0.117, 0.113, 0.113], "lumo_energy_ev": 0.6, "charge": 0, "homo_energy_ev": -8.443, "smiles": "Cc1ccc(NC(=O)C(=O)NC[C@@H]2OCCc3ccccc32)cc1"}


## B
{"formula": "C19H20N2O3", "method": "wB97M-V/def2-TZVPD", "elements": ["C", "C", "H", "H", "O", "C", "O", "N", "N", "C", "C", "C", "C", "C", "C", "C", "O", "C", "C", "C", "C", "C", "C", "C", "C", "C", "H", "H", "H", "H", "H", "H", "H", "H", "H", "H", "H", "H", "H", "H", "H", "H", "H", "H"], "xyz": [[2.58948, 3.76844, -3.23866], [1.18377, 3.54848, -2.96038], [0.66180, 2.83335, -3.61951], [0.74099, 4.60615, -2.88294], [1.19269, 3.15097, -1.63995], [1.06419, 1.88509, -1.47694], [1.16062, 1.21314, -2.42332], [0.99536, 1.39339, -0.06172], [0.98623, 0.12808, 0.32085], [0.59513, -0.22856, 1.35184], [0.08789, 0.55129, 2.72845], [1.14156, 1.56091, 3.19396], [1.00741, 2.34536, 4.07042], [-0.41367, 2.00716, 4.92111], [-1.13096, 1.10699, 4.45295], [-1.10556, 0.52970, 3.24089], [-1.96546, -0.37812, 2.72340], [-2.45188, -0.40404, 1.47548], [-1.92454, -1.85174, 0.77587], [-1.60254, -1.59807, -0.47870], [-0.89318, -2.74965, -1.22673], [-0.21468, -2.41634, -2.18399], [0.37434, -3.58403, -2.96764], [-0.11621, -4.76489, -2.77999], [-0.73973, -5.28277, -1.63117], [-1.40063, -4.14636, -1.09668], [-2.05125, -4.17739, -0.43496], [-1.25920, -6.24660, -1.54729], [0.37830, -5.53565, -3.40253], [1.15713, -3.31452, -3.87206], [0.29087, -1.58071, -2.36745], [-1.28658, -0.67858, -0.95119], [-2.01009, -2.65905, 1.30327], [-2.03409, 0.51504, 0.93206], [-3.47618, -0.45434, 1.53767], [-2.30025, 0.81161, 5.05130], [-0.39626, 2.52247, 5.82945], [1.29355, 3.11072, 4.46469], [1.98694, 1.70810, 2.54029], [0.45048, -1.24816, 1.70449], [0.54202, 2.21158, 0.38468], [2.88661, 2.93315, -3.12992], [2.78877, 4.35042, -4.12652], [3.21687, 4.50797, -2.50287]], "lowdin_charge": [-0.061, -0.250, 0.146, 0.154, 0.024, -0.545, 0.129, 0.078, 0.047, -0.123, -0.013, -0.105, -0.002, 0.003, -0.120, -0.327, -0.050, -0.153, 0.018, -0.040, -0.233, -0.062, -0.064, -0.208, -0.013, 0.022, 0.007, 0.110, 0.108, 0.158, 0.064, 0.104, 0.050, 0.149, 0.084, 0.215, 0.082, 0.010, 0.117, 0.124, 0.154, -0.038, 0.090, 0.158], "lumo_energy_ev": 0.6, "charge": 0, "homo_energy_ev": -8.551}


Relative energy table, unit hartree: A 0.0000; B 0.6523